ORCA calculation (ωB97M-V/def2-TZVPD) on C3H8N2OS in the gas phase in a non-equilibrium geometry.

* max |F|: 0.1103 Eh/bohr
* ΔE to the lowest compared entry with this formula, charge and spin: 684.6 kJ/mol

Each line ends with the Mulliken charge.
Geometry (Å):
H 0.33 2.70 -0.36  0.27
N 0.99 1.88 -0.68  -0.78
C 0.69 0.67 -0.36  0.47
N 1.68 -0.47 -0.51  -0.28
O 1.77 -1.22 0.84  -0.51
C -0.46 0.17 0.36  0.25
C -1.24 1.41 0.82  -0.91
S -1.54 -1.12 -0.35  -0.25
H 2.61 -0.23 -0.58  0.34
H 2.10 -2.29 0.45  0.37
H -0.28 -0.53 1.29  0.23
H -0.38 2.28 0.96  0.19
H -2.16 1.84 0.09  0.23
H -1.77 1.24 1.99  0.26
H -2.47 -0.66 -1.60  0.12

---

ORCA calculation (ωB97M-V/def2-TZVPD) on a molecular structure, ClLi.

* max |F|: 0.0033 Eh/bohr
* ΔE to the lowest compared entry with this formula, charge and spin: 0.8 kJ/mol
* spin multiplicity: 2
* charge: +1

Each line ends with the Mulliken spin population.
Geometry (Å):
Li -12.77 22.91 10.73  0.00
Cl -13.60 22.55 8.39  1.00

---

ORCA calculation (ωB97M-V/def2-TZVPD) on 2 unconnected molecules or ions with the total composition C5H11NO in a non-equilibrium geometry.

* max |F|: 0.0514 Eh/bohr
* ΔE to the lowest compared entry with this formula, charge and spin: 263.5 kJ/mol
* spin multiplicity: 2
* charge: +1

Each line ends with the Mulliken spin population.
Geometry (Å):
C 0.99 -1.23 -0.74  0.00
C 0.66 0.20 -1.08  0.04
C 0.05 1.01 0.04  0.15
C 0.63 2.01 0.76  0.39
C -2.16 0.33 -0.45  0.02
N -1.26 0.66 0.38  0.31
H 1.74 -1.71 -1.39  0.00
H 0.20 -1.97 -0.74  0.00
H 1.51 -1.33 0.22  0.00
H 1.57 0.73 -1.37  0.00
H 0.06 0.25 -1.99  0.01
H 1.51 2.58 0.48  0.02
H 0.03 2.42 1.57  0.02
H -2.97 -0.24 0.01  0.02
H -2.19 0.50 -1.52  0.02
H 0.60 -1.28 2.20  0.00
H -0.76 -1.15 1.56  0.00
O -0.21 -1.78 2.06  0.00

---

ORCA calculation (ωB97M-V/def2-TZVPD) on 2 unconnected molecules or ions with the total composition CHClF3N in a non-equilibrium geometry.

* max |F|: 0.0691 Eh/bohr
* ΔE to the lowest compared entry with this formula, charge and spin: 318.5 kJ/mol

Each line ends with the Mulliken charge.
Geometry (Å):
C -0.79 0.36 -0.65  0.47
N 0.80 -0.42 1.28  -0.16
F -1.39 1.27 0.06  -0.15
F -1.56 -0.78 -0.64  -0.19
F 1.59 -1.51 0.82  -0.16
Cl -0.12 0.68 -2.13  -0.07
H 1.48 0.41 1.27  0.25